A molecular structure, C33H19CoF3N8O3S2, computed with wB97M-V/def2-TZVPD.

```
69
Properties=species:S:1:pos:R:3:lowdin_charge:R:1
Co -1.069 -1.063 0.741 0.51
S -3.154 3.738 5.940 1.07
N -1.693 3.411 5.346 -0.20
C -1.858 2.493 4.409 -0.30
C -0.801 1.912 3.609 -0.06
C 0.540 2.297 3.646 0.05
C 1.418 1.697 2.767 0.00
C 0.968 0.698 1.915 -0.06
N -0.298 0.281 1.920 0.06
C -1.178 0.917 2.711 -0.10
C -2.569 0.572 2.477 -0.10
N -2.793 -0.308 1.477 0.08
C -4.045 -0.635 1.193 -0.05
C -5.129 -0.120 1.903 0.01
C -4.912 0.775 2.923 0.05
C -3.597 1.144 3.221 -0.06
C -3.214 2.110 4.230 -0.30
N -4.044 2.745 5.039 -0.20
H 0.860 3.073 4.329 0.13
H 2.456 1.993 2.720 0.12
H 1.640 0.222 1.215 0.11
H -4.199 -1.319 0.372 0.11
H -6.127 -0.429 1.628 0.13
H -5.731 1.202 3.485 0.13
N 0.711 5.078 -6.731 0.17
C 0.493 4.360 -5.860 -0.18
C 0.224 3.466 -4.770 -0.23
C 0.203 2.089 -4.991 -0.02
C -0.046 1.230 -3.939 -0.03
C -0.270 1.735 -2.657 -0.26
C -0.256 3.115 -2.446 -0.02
C -0.011 3.980 -3.495 -0.02
C -0.497 0.845 -1.558 -0.05
C -0.711 0.097 -0.637 -0.02
H 0.385 1.703 -5.984 0.13
H -0.053 0.162 -4.103 0.12
H -0.431 3.504 -1.452 0.12
H 0.004 5.049 -3.336 0.12
F -1.780 -5.870 0.434 0.17
C -1.513 -4.810 -0.313 -0.66
F -0.194 -4.621 -0.337 0.15
F -1.944 -5.005 -1.548 0.18
S -2.391 -3.352 0.408 0.60
O -3.752 -3.754 0.430 -0.21
O -1.736 -3.020 1.690 -0.29
O -2.052 -2.200 -0.486 -0.32
C 2.129 -3.481 1.575 -0.01
C 1.042 -2.640 1.617 -0.10
N 0.635 -1.947 0.539 -0.02
C 1.334 -2.046 -0.600 -0.03
C 2.470 -2.847 -0.709 -0.19
C 2.836 -3.609 0.393 0.02
C 3.206 -2.907 -1.986 -0.03
C 3.604 -1.832 -2.664 -0.01
C 3.513 -0.443 -2.163 -0.28
C 3.958 -0.095 -0.887 -0.01
C 3.861 1.241 -0.540 -0.13
N 3.356 2.160 -1.359 0.10
C 2.982 1.726 -2.557 -0.19
N 3.045 0.476 -3.003 0.15
H 2.405 -4.038 2.459 0.12
H 0.456 -2.523 2.517 0.12
H 0.961 -1.480 -1.441 0.13
H 3.685 -4.279 0.333 0.13
H 3.417 -3.894 -2.382 0.12
H 4.063 -1.953 -3.638 0.12
H 4.388 -0.827 -0.218 0.12
H 4.215 1.590 0.426 0.11
H 2.586 2.466 -3.244 0.11
```

The LUMO energy comes out at -4.14 eV. The net charge is +1. For the frontier orbital gap, the calculation gives 6.97 eV. The value obtained for the energy above the lowest of the compared OMol25 structures with the same formula, charge and spin is 0.056 eV. The value obtained for the HOMO energy is -11.12 eV.